(1)
The following is a quantum chemistry calculation of a 5-piece molecular cluster, C21H54ClN5O5 overall at a distorted geometry, from the Open Molecules 2025 dataset.

Element x y z (Å)
C: -1.5788 -6.2737 2.1521
C: -2.2471 -6.0704 1.0205
C: -2.8848 -4.7758 0.5756
C: -2.1442 -3.4909 0.9749
N: -2.3763 -3.0880 2.3529
O: -4.2725 -4.7209 0.9129
C: -4.6765 -5.1442 2.1578
Cl: -5.2433 -6.8652 2.1439
H: -0.9228 -5.5432 2.6147
H: -1.6262 -7.2457 2.6314
H: -2.4031 -6.9156 0.3566
H: -2.8710 -4.7852 -0.5181
H: -1.0862 -3.6316 0.7063
H: -2.5265 -2.7061 0.3203
H: -2.0044 -3.7595 3.0095
H: -1.9973 -2.1704 2.5433
H: -3.9146 -5.0545 2.9238
H: -5.5433 -4.5564 2.4438
C: -0.1424 1.5209 -1.7760
O: -0.6436 2.0683 -0.5700
C: -2.0540 2.1718 -0.5022
C: -2.7764 0.8758 -0.1157
C: -2.8607 -0.1461 -1.2434
N: -2.1679 0.2457 1.0608
H: -0.7601 1.8060 -2.6326
H: -0.0689 0.4317 -1.7270
H: 0.8623 1.9168 -1.9243
H: -2.2498 2.9092 0.2809
H: -2.4489 2.5912 -1.4369
H: -3.8014 1.1531 0.1451
H: -1.9197 -0.6758 -1.3983
H: -3.6144 -0.8982 -1.0086
H: -3.1449 0.3292 -2.1846
H: -2.2199 0.8861 1.8480
H: -1.1701 0.1592 0.8811
C: 5.2634 4.5242 -1.4337
O: 4.0416 3.8710 -1.7140
C: 3.9197 2.5602 -1.1991
C: 3.5146 2.4763 0.2784
C: 4.6519 2.8034 1.2405
N: 2.3655 3.3267 0.5986
H: 6.1003 3.8185 -1.4255
H: 5.2306 5.0554 -0.4794
H: 5.4305 5.2562 -2.2233
H: 3.1315 2.0923 -1.7942
H: 4.8417 1.9916 -1.3856
H: 3.2199 1.4376 0.4596
H: 4.8300 3.8764 1.3145
H: 4.4068 2.4516 2.2424
H: 5.5811 2.3204 0.9323
H: 1.5605 3.0378 0.0477
H: 2.5763 4.2631 0.2628
C: -5.1674 3.6290 -2.8026
O: -5.7264 2.4552 -2.2461
C: -7.0276 2.1314 -2.6988
C: -7.0797 1.4128 -4.0532
C: -6.8385 2.3284 -5.2495
N: -6.1450 0.2868 -4.1233
H: -5.9262 4.3943 -2.9892
H: -4.6347 3.4095 -3.7317
H: -4.4434 4.0215 -2.0882
H: -7.4325 1.4540 -1.9426
H: -7.6629 3.0273 -2.6998
H: -8.0921 1.0082 -4.1475
H: -5.7808 2.5622 -5.3718
H: -7.1675 1.8390 -6.1655
H: -7.3887 3.2661 -5.1501
H: -6.3774 -0.3934 -3.4056
H: -5.2249 0.6285 -3.8589
C: 7.2487 -0.2417 1.2263
O: 6.1413 -1.0146 1.6440
C: 6.4557 -2.2217 2.3099
C: 6.7876 -2.0680 3.7999
C: 8.1770 -1.4976 4.0670
N: 5.7983 -1.2556 4.5118
H: 8.0885 -0.8720 0.9183
H: 7.5748 0.4429 2.0134
H: 6.9278 0.3543 0.3720
H: 5.5570 -2.8381 2.2256
H: 7.2599 -2.7502 1.7801
H: 6.7574 -3.0753 4.2270
H: 8.2070 -0.4194 3.9096
H: 8.4618 -1.6794 5.1027
H: 8.9276 -1.9603 3.4232
H: 4.8857 -1.6960 4.4445
H: 5.6931 -0.3786 4.0084

* HOMO energy: -0.335 hartree
* orbital gap: 9.634 eV
* spin multiplicity: 1
* SMILES: C=C[C@H](CN)OCCl.COC[C@@H](C)N.COC[C@@H](C)N.COC[C@@H](C)N.COC[C@@H](C)N
* molar mass: 492.15 g mol⁻¹
* DFT total energy: -1942.5431 a.u.



(2)
The following is a quantum chemistry calculation of a 8-piece molecular cluster, C21H55NO12S8 overall at a distorted geometry, from the Open Molecules 2025 dataset.

Element x y z (Å)
C: 0.2730 -1.8018 6.2122
O: 1.5736 -1.2331 6.5100
C: 2.0719 -0.3925 5.4325
C: 0.9619 0.5166 4.7027
C: 0.2575 1.5741 5.7360
C: -1.3439 1.6646 5.5598
C: -2.1129 1.4442 6.9684
O: -3.5218 1.8253 6.7816
S: -4.5358 0.4816 6.7510
O: -3.8791 -0.6449 5.9526
O: -5.9534 0.9542 5.8710
N: -6.5446 -0.1374 5.3130
C: -6.3321 -0.1238 3.9751
O: -5.9154 -0.4739 2.8433
H: 0.1673 -2.8046 6.7960
H: -0.5310 -1.0572 6.6083
H: 0.1015 -2.0639 5.1075
H: 2.7016 -0.9684 4.6433
H: 2.8266 0.3491 5.9221
H: 0.1932 -0.0668 4.0803
H: 1.5358 1.1834 3.9425
H: 0.6783 2.6324 5.5014
H: 0.5882 1.3519 6.8299
H: -1.7254 0.9884 4.7113
H: -1.6010 2.7535 5.2362
H: -1.9641 0.3934 7.4021
H: -1.6785 2.2081 7.7289
C: -8.4555 5.2608 2.8529
S: -7.9137 4.5159 4.4074
O: -7.0312 5.5060 5.0954
C: -6.8453 3.2685 3.6558
H: -9.1129 6.1004 3.0833
H: -7.5918 5.6206 2.2903
H: -9.0051 4.5221 2.2663
H: -6.0806 3.7511 3.0438
H: -7.4469 2.5934 3.0433
H: -6.3654 2.7007 4.4542
C: 1.2865 -2.7377 0.2625
S: 0.2737 -1.6035 1.2385
O: 1.1867 -0.8951 2.1867
C: -0.5919 -2.8819 2.1767
H: 1.9444 -2.1487 -0.3792
H: 1.8902 -3.3630 0.9235
H: 0.6407 -3.3618 -0.3585
H: 0.1274 -3.4982 2.7202
H: -1.1787 -3.5012 1.4954
H: -1.2609 -2.3944 2.8879
C: 6.2054 -0.8685 2.3903
S: 6.0850 -1.6843 3.9978
O: 4.8948 -1.1160 4.7000
C: 7.5544 -0.9131 4.7117
H: 5.3542 -1.1776 1.7818
H: 6.1841 0.2153 2.5191
H: 7.1311 -1.1702 1.8964
H: 7.4501 0.1736 4.6978
H: 8.4374 -1.2135 4.1441
H: 7.6558 -1.2536 5.7433
C: -0.7438 3.4066 0.3187
S: 0.4639 2.5430 1.3488
O: -0.2966 1.6773 2.2982
C: 1.0077 4.0021 2.2648
H: -1.2415 2.6733 -0.3176
H: -1.4851 3.9025 0.9485
H: -0.2317 4.1397 -0.3074
H: 0.1583 4.4614 2.7748
H: 1.4642 4.7165 1.5768
H: 1.7474 3.6895 3.0036
C: 1.0468 -0.6482 -4.7947
S: 1.6124 -1.3761 -3.2414
O: 2.4841 -0.3678 -2.5640
C: 2.6958 -2.6100 -3.9949
H: 0.3775 0.1814 -4.5645
H: 1.8996 -0.2770 -5.3659
H: 0.5052 -1.3986 -5.3734
H: 3.4479 -2.1180 -4.6150
H: 2.1014 -3.2979 -4.5996
H: 3.1918 -3.1666 -3.1981
C: -1.6479 0.5056 -9.4640
S: -1.0826 -0.2227 -7.9106
O: -0.2106 0.7862 -7.2329
C: -0.0001 -1.4560 -8.6641
H: -2.3173 1.3355 -9.2327
H: -0.7944 0.8766 -10.0347
H: -2.1895 -0.2448 -10.0429
H: 0.7519 -0.9645 -9.2841
H: -0.5937 -2.1438 -9.2688
H: 0.4960 -2.0130 -7.8676
C: 2.0856 -3.3309 -13.2354
S: 1.9586 -4.1453 -11.6280
O: 0.7601 -3.5820 -10.9335
C: 3.4190 -3.3658 -10.9054
H: 1.2401 -3.6451 -13.8492
H: 2.0579 -2.2470 -13.1082
H: 3.0159 -3.6285 -13.7227
H: 3.3093 -2.2795 -10.9213
H: 4.3071 -3.6622 -11.4669
H: 3.5155 -3.7045 -9.8728

* HOMO energy: -0.303 hartree
* orbital gap: 8.148 eV
* spin multiplicity: 1
* molar mass: 770.20 g mol⁻¹
* DFT total energy: -4975.7741 a.u.



(3)
The following is a quantum chemistry calculation of a 7-piece molecular cluster, C21H55NO13 overall at a distorted geometry, from the Open Molecules 2025 dataset.

Element x y z (Å)
C: 3.9092 -6.7732 -23.2109
C: 4.4742 -8.0204 -22.5635
C: 4.8684 -9.0275 -23.6748
C: 5.7237 -7.6324 -21.7806
C: 6.2750 -8.7894 -20.9657
C: 5.2198 -9.2332 -19.9576
C: 3.8348 -9.5605 -20.5319
C: 3.8087 -11.0115 -21.1141
C: 2.8627 -9.4694 -19.3245
N: 3.5429 -8.6175 -21.5937
O: 2.2459 -8.7240 -22.1262
H: 3.0241 -7.0922 -23.7638
H: 3.6272 -5.9595 -22.5363
H: 4.6678 -6.3034 -23.8375
H: 5.3074 -9.9149 -23.2195
H: 4.0351 -9.4255 -24.2668
H: 5.5378 -8.6243 -24.4353
H: 6.4744 -7.1543 -22.4130
H: 5.4071 -6.8175 -21.1192
H: 6.6045 -9.6267 -21.5813
H: 7.1240 -8.3649 -20.4257
H: 5.1845 -8.4540 -19.1931
H: 5.5879 -10.1222 -19.4383
H: 3.5099 -11.0508 -22.1610
H: 3.1389 -11.6267 -20.5137
H: 4.7841 -11.4989 -21.0522
H: 2.7712 -10.4332 -18.8172
H: 1.8561 -9.3508 -19.7338
H: 3.1940 -8.7657 -18.5663
H: 2.3176 -9.4465 -22.7763
O: 6.2504 -6.0376 -17.6354
C: 6.1679 -6.3630 -16.2403
C: 7.5785 -6.4281 -15.6226
O: 8.1947 -7.5870 -16.1882
H: 5.5005 -5.4395 -17.7627
H: 5.5099 -5.6296 -15.7642
H: 5.6383 -7.3091 -16.0966
H: 7.5797 -6.5420 -14.5399
H: 8.0743 -5.4857 -15.8763
H: 7.9022 -7.5817 -17.1082
O: 0.2990 -6.5337 -21.9605
C: -0.3478 -7.0827 -23.1094
C: -1.4897 -8.0018 -22.6904
O: -2.4907 -7.2377 -22.0188
H: 1.1954 -6.8906 -21.9738
H: -0.6676 -6.2315 -23.7123
H: 0.4028 -7.6770 -23.6403
H: -1.1226 -8.7286 -21.9596
H: -1.8397 -8.5639 -23.5555
H: -2.0414 -6.6024 -21.4316
O: 0.6613 -5.1594 -18.4701
C: 1.8230 -5.8026 -18.9503
C: 3.0937 -4.9846 -18.9187
O: 3.6364 -4.9936 -17.5927
H: -0.0151 -5.7821 -18.1666
H: 1.9633 -6.7599 -18.4373
H: 1.6696 -6.1647 -19.9741
H: 2.8412 -3.9422 -19.1561
H: 3.8445 -5.2926 -19.6426
H: 2.8951 -4.9308 -16.9720
O: 7.0528 -2.8683 -21.0872
C: 5.8990 -3.6843 -21.1966
C: 4.7476 -3.1163 -22.0120
O: 5.0166 -3.2327 -23.4040
H: 7.0374 -2.2571 -20.3481
H: 6.3052 -4.6165 -21.5964
H: 5.6060 -4.0419 -20.2031
H: 4.5251 -2.0810 -21.7211
H: 3.8137 -3.6598 -21.8140
H: 4.1469 -3.3250 -23.8025
O: -1.6717 -4.9394 -20.4334
C: -2.1865 -4.4319 -19.1909
C: -2.8110 -5.5987 -18.4576
O: -1.8569 -6.6246 -18.1803
H: -0.7861 -5.2882 -20.2505
H: -1.4498 -3.9018 -18.5915
H: -3.0163 -3.7845 -19.4740
H: -3.6725 -5.9938 -18.9970
H: -3.1845 -5.2410 -17.4881
H: -2.2698 -7.4814 -18.2997
O: 2.7419 -8.2249 -13.8582
C: 2.2221 -7.7120 -15.0722
C: 1.3716 -6.4517 -14.8183
O: 2.1683 -5.3014 -15.1313
H: 3.3887 -7.5726 -13.5621
H: 2.9545 -7.6923 -15.8867
H: 1.5613 -8.4792 -15.4920
H: 1.0645 -6.5040 -13.7743
H: 0.4897 -6.4379 -15.4623
H: 1.6989 -4.5011 -14.8722

* HOMO energy: -0.317 hartree
* orbital gap: 8.947 eV
* spin multiplicity: 1
* SMILES: CC1(C)CCCC(C)(C)N1O.OCCO.OCCO.OCCO.OCCO.OCCO.OCCO
* molar mass: 529.67 g mol⁻¹
* relative energy (zero: lowest compared OMol25 entry of this formula, charge and spin): 21.8 kcal per mole
* DFT total energy: -1865.8320 a.u.



(4)
The following is a quantum chemistry calculation of a 9-piece molecular cluster, C21H56B2F4IO9 overall at a distorted geometry, from the Open Molecules 2025 dataset.

Element x y z (Å)
C: -4.0362 -0.0494 -1.6217
B: -4.1168 0.6587 -0.2103
O: -5.3807 0.5678 0.4267
B: -2.8389 1.4466 0.6393
F: -3.3082 2.3103 1.6550
I: -1.8746 2.9235 -0.9800
C: -1.6346 0.4923 1.1940
C: -2.0641 -0.9625 1.4778
C: -1.9082 -1.9204 0.3497
F: -2.8816 -2.8747 0.2410
C: -0.8803 -2.0219 -0.5011
F: -0.4122 -1.0672 -1.2924
F: -0.1842 -3.1534 -0.7252
H: -4.9101 0.2289 -2.2170
H: -3.1102 0.1887 -2.1440
H: -4.1039 -1.1317 -1.4545
H: -5.8596 1.3988 0.4088
H: -0.7643 0.5393 0.5374
H: -1.3015 0.9215 2.1446
H: -3.0737 -1.0229 1.8883
H: -1.3929 -1.3559 2.2530
C: 0.7137 4.3342 4.2852
C: -0.2762 3.2332 4.6357
O: -0.3089 2.2198 3.6534
H: 0.4559 4.7712 3.3198
H: 0.7138 5.1231 5.0424
H: 1.7256 3.9305 4.2034
H: -1.2856 3.6442 4.6927
H: -0.0263 2.7974 5.6118
H: 0.5767 1.8275 3.6120
C: -2.9831 -2.5424 -5.8632
C: -3.5310 -2.4621 -4.4502
O: -4.8421 -1.8967 -4.4461
H: -2.9508 -1.5537 -6.3129
H: -1.9751 -2.9599 -5.8771
H: -3.6231 -3.1681 -6.4926
H: -2.9126 -1.8191 -3.8264
H: -3.5652 -3.4556 -3.9875
H: -5.3995 -2.4692 -4.9819
C: 0.7617 -0.9134 -8.9812
C: -0.4790 -1.7514 -9.2142
O: -1.5640 -1.3423 -8.3875
H: 1.0726 -0.9722 -7.9373
H: 1.5844 -1.2494 -9.6138
H: 0.5597 0.1329 -9.2132
H: -0.2934 -2.7975 -8.9718
H: -0.7761 -1.6920 -10.2680
H: -1.7582 -0.4217 -8.5917
C: 4.1377 0.9131 5.7424
C: 2.6944 1.3307 5.5475
O: 2.2895 1.2199 4.1803
H: 4.7963 1.5211 5.1198
H: 4.4455 1.0217 6.7820
H: 4.2798 -0.1307 5.4487
H: 2.5507 2.3755 5.8194
H: 2.0307 0.7265 6.1727
H: 2.3850 0.3002 3.9112
C: 8.3736 2.0326 6.5820
C: 7.6171 2.2131 7.8844
O: 6.6545 1.1856 8.0911
H: 7.6799 2.0151 5.7410
H: 9.0899 2.8411 6.4291
H: 8.9199 1.0861 6.5806
H: 7.0593 3.1487 7.8781
H: 8.3162 2.2392 8.7279
H: 7.1162 0.3416 8.1139
C: -1.5160 2.1579 -12.8101
C: -1.0646 1.3988 -11.5772
O: 0.2522 0.8755 -11.7163
H: -1.4799 1.5107 -13.6870
H: -2.5342 2.5298 -12.6895
H: -0.8600 3.0109 -12.9992
H: -1.7108 0.5392 -11.3986
H: -1.1113 2.0498 -10.6968
H: 0.8541 1.6126 -11.8600
C: -1.2497 2.7374 9.9875
C: -0.5114 3.0189 8.6917
O: -0.2291 1.8313 7.9641
H: -0.6672 2.0634 10.6169
H: -1.4375 3.6595 10.5399
H: -2.2100 2.2570 9.7867
H: 0.4532 3.4845 8.8927
H: -1.0951 3.7028 8.0655
H: -1.0658 1.4066 7.7480
C: 0.6966 -6.9047 -0.9853
C: -0.0927 -7.0086 0.3057
O: 0.5398 -6.3163 1.3762
H: 1.7031 -7.3041 -0.8512
H: 0.2065 -7.4515 -1.7924
H: 0.7934 -5.8589 -1.2848
H: -0.1782 -8.0476 0.6242
H: -1.1034 -6.6116 0.1631
H: 0.6044 -5.3882 1.1250

* HOMO energy: -0.147 hartree
* orbital gap: 5.992 eV
* charge: -1
* spin multiplicity: 1
* molar mass: 677.19 g mol⁻¹
* DFT total energy: -2257.7504 a.u.



(5)
The following is a quantum chemistry calculation of a 14-piece molecular cluster, C21H56B4F34N7O7P3 overall at a distorted geometry, from the Open Molecules 2025 dataset.

Element x y z (Å)
C: -3.6285 6.8473 -4.2269
C: -5.0315 6.2775 -4.0598
O: -5.7993 6.0421 -4.9938
N: -5.5224 6.2067 -2.6005
H: -6.1623 5.4334 -2.4888
H: -4.7875 6.0973 -1.9163
C: -6.1604 7.4895 -2.0866
H: -3.5542 7.8832 -4.5579
H: -3.0661 6.3017 -4.9846
H: -2.9274 6.6809 -3.4091
H: -6.8056 7.2116 -1.2532
H: -6.8307 7.7904 -2.8917
H: -5.6010 8.3956 -1.8538
C: 5.9061 -5.8841 -5.4974
C: 6.0153 -5.7433 -3.9816
O: 7.0306 -6.1895 -3.3905
N: 5.0658 -4.7993 -3.2039
H: 4.0974 -5.0429 -3.3555
H: 5.1254 -5.0009 -2.2160
C: 5.3365 -3.3267 -3.5660
H: 6.0484 -4.8491 -5.8084
H: 4.9558 -6.3374 -5.7793
H: 6.7204 -6.5274 -5.8309
H: 5.0588 -3.1806 -4.6099
H: 6.2810 -2.8788 -3.2573
H: 4.5252 -2.8567 -3.0101
C: 1.5747 0.2636 1.1192
C: 0.4839 -0.1348 0.0937
O: 0.5562 -1.1510 -0.5947
N: -0.6230 0.8880 -0.1538
H: -1.3662 0.3715 -0.6020
H: -0.9407 1.2295 0.7420
C: -0.1688 2.0933 -0.9722
H: 1.5024 -0.1907 2.1074
H: 1.6437 1.3230 1.3663
H: 2.4841 -0.1119 0.6500
H: 0.3627 1.7928 -1.8752
H: 0.3458 2.7950 -0.3159
H: -1.0430 2.6188 -1.3566
C: -0.8231 -6.1806 2.3446
C: -2.1209 -6.9520 2.7567
O: -2.0734 -8.1268 2.8967
N: -3.3648 -6.1170 3.1841
H: -3.4063 -5.7239 4.1135
H: -3.4888 -5.3295 2.5639
C: -4.7024 -6.9907 3.0517
H: -0.9881 -5.2601 1.7847
H: -0.2508 -6.9341 1.8035
H: -0.3527 -5.9331 3.2962
H: -4.7525 -7.7517 3.8304
H: -4.7885 -7.3890 2.0407
H: -5.5680 -6.3503 3.2214
C: 6.9854 1.2016 4.6243
C: 7.1097 2.7226 4.5057
O: 8.1108 3.2501 4.1249
N: 5.9188 3.5744 4.9572
H: 5.9127 4.5203 4.6033
H: 5.0515 3.1382 4.6784
C: 5.9237 3.6694 6.4656
H: 6.3402 0.7533 3.8688
H: 6.4807 0.9247 5.5499
H: 7.9604 0.7146 4.6398
H: 6.8703 4.1364 6.7376
H: 5.7375 2.6930 6.9129
H: 5.1042 4.3624 6.6557
C: -0.6798 -1.9293 -7.0475
C: -0.2824 -2.8480 -5.9372
O: 0.7432 -2.6620 -5.2004
N: -1.2498 -4.0207 -5.6076
H: -1.7014 -4.4338 -6.4110
H: -0.6416 -4.7092 -5.1879
C: -2.3296 -3.6893 -4.5465
H: -1.1240 -0.9979 -6.6962
H: -1.0412 -2.3921 -7.9658
H: 0.3357 -1.6151 -7.2884
H: -3.0956 -3.1625 -5.1156
H: -1.8742 -3.1224 -3.7345
H: -2.7056 -4.6535 -4.2044
C: -4.9751 1.0017 5.3033
C: -6.4510 0.7861 5.5627
O: -7.3091 1.5292 5.0434
N: -6.8330 -0.5155 6.3007
H: -7.6792 -0.9493 5.9602
H: -6.1284 -1.2285 6.1773
C: -6.9289 -0.2806 7.8317
H: -4.3648 0.0996 5.2609
H: -4.5932 1.7642 5.9822
H: -4.7859 1.3528 4.2889
H: -6.1522 -0.8905 8.2931
H: -7.9299 -0.4792 8.2147
H: -6.7556 0.7868 7.9682
P: 6.1187 3.0111 -1.1694
F: 6.4163 1.6280 -0.3011
F: 6.5033 2.1210 -2.4550
F: 4.5766 2.7021 -1.2548
F: 5.7941 4.2391 -2.1156
F: 5.7373 3.8614 0.1020
F: 7.6230 3.5850 -1.0302
P: 5.1427 -5.0945 2.2720
F: 5.8766 -4.3335 1.0533
F: 4.5381 -6.2836 1.3584
F: 6.4889 -5.8588 2.6434
F: 4.3425 -5.7155 3.5071
F: 5.5233 -3.7930 3.2218
F: 3.9221 -4.2578 1.7399
P: 1.9659 5.1148 -7.1932
F: 2.1986 3.7747 -8.2049
F: 1.5332 4.1843 -5.9818
F: 3.5270 4.9091 -6.6907
F: 1.6308 6.3908 -6.1460
F: 2.3308 6.1140 -8.3346
F: 0.4510 5.0979 -7.7262
B: -4.3112 -2.3066 1.3428
F: -5.3348 -2.5159 2.2077
F: -4.0299 -3.5267 0.6988
F: -4.6337 -1.3507 0.4649
F: -3.2298 -1.9387 2.0611
B: 1.5256 1.9502 6.1106
F: 0.3494 1.2464 5.7754
F: 1.7637 2.9337 5.1677
F: 1.4177 2.5991 7.3437
F: 2.5986 1.1165 6.1945
B: -4.4392 0.6994 -4.1243
F: -5.5872 -0.0459 -4.0707
F: -3.4128 0.0400 -3.5658
F: -4.2548 1.0526 -5.4371
F: -4.6749 1.8316 -3.3285
B: -3.5092 5.0674 1.6399
F: -2.3000 4.5167 1.9141
F: -3.1367 6.0706 0.7759
F: -4.4281 4.2434 0.9464
F: -4.0088 5.7292 2.7534

* HOMO energy: -0.332 hartree
* orbital gap: 6.505 eV
* spin multiplicity: 1
* molar mass: 1300.82 g mol⁻¹
* DFT total energy: -6263.6015 a.u.